Record 1
A structure of composition C23H43ClN3O5PrSi. Source: the OMol25 dataset; level of theory: wB97M-V/def2-TZVPD.

ORCA input file:
```
! wB97M-V def2-TZVPD RIJCOSX def2/J DEFGRID3
* xyz 0 3
O -0.42 3.80 1.60
C -0.28 3.99 0.40
C -1.30 3.85 -0.69
C -2.13 2.71 -0.78
H -1.72 1.76 -0.42
C -3.37 2.83 -1.42
H -4.06 1.98 -1.37
C -3.68 4.03 -2.07
H -4.67 4.13 -2.50
C -2.75 5.08 -2.17
H -3.01 5.99 -2.73
C -1.52 4.97 -1.51
H -0.73 5.70 -1.67
H 0.74 4.17 -0.04
C 2.70 2.12 -1.05
C 1.59 1.19 -1.36
H 2.70 2.94 -1.80
H 3.69 1.67 -1.03
H 2.54 2.60 -0.08
C 0.76 1.31 -2.39
C 1.29 1.24 -3.80
H -0.31 1.53 -2.32
H 1.00 2.12 -4.38
H 0.96 0.34 -4.35
H 2.39 1.19 -3.74
Pr 1.06 -0.69 -0.06
Cl 2.45 -1.69 -2.10
C 1.17 -3.92 -0.13
O 1.12 -3.04 0.78
N 1.70 -5.13 0.01
C 2.45 -5.55 1.18
C 1.63 -6.06 -1.11
H 0.78 -3.70 -1.15
H 2.45 -4.76 1.94
H 3.48 -5.79 0.89
H 2.00 -6.46 1.59
H 1.07 -5.59 -1.91
H 1.11 -6.98 -0.79
H 2.64 -6.31 -1.47
H -3.61 1.77 3.36
H -3.50 -0.81 3.29
C -3.03 1.73 2.43
C -2.79 -0.76 2.45
N -2.16 0.55 2.43
H -2.43 2.63 2.33
C -0.84 0.68 2.31
O -0.03 -0.27 2.16
H -2.00 -1.52 2.55
H -0.47 1.73 2.33
H -3.74 1.67 1.58
H -3.34 -0.93 1.52
H 5.53 0.10 3.52
H 4.04 1.84 5.04
C 5.23 0.78 2.71
C 3.79 2.31 4.08
N 3.91 1.35 2.99
H 5.19 0.24 1.76
C 2.86 0.94 2.30
O 2.93 0.08 1.38
H 2.77 2.69 4.11
H 1.90 1.42 2.59
H 5.96 1.59 2.66
H 4.49 3.14 3.92
C -3.88 -1.00 -1.52
Si -2.19 -1.84 -1.34
C -2.46 -3.36 -0.22
C -1.64 -2.42 -3.05
O -1.16 -0.76 -0.71
H -4.57 -1.65 -2.09
H -3.77 -0.05 -2.06
H -4.34 -0.80 -0.55
H -1.51 -3.83 0.08
H -3.00 -3.10 0.70
H -3.05 -4.13 -0.74
H -1.81 -1.62 -3.80
H -0.58 -2.69 -3.07
H -2.22 -3.30 -3.39
*
```

Output
orbital gap (spin up / spin down): 5.6 / 5.6 eV
E_LUMO (spin up / spin down): 0.365 / 0.365 eV

Atomic partial charges in e from the Löwdin method, atoms 1 to 6: 0.01, -0.19, -0.19, -0.04, 0.10, -0.06

Record 2
A structure of composition C23H41LuN2OP3. Source: the OMol25 dataset; level of theory: wB97M-V/def2-TZVPD.

ORCA input file:
```
! wB97M-V def2-TZVPD RIJCOSX def2/J DEFGRID3
* xyz 3 1
Lu -0.20 -0.26 1.39
P 2.02 1.11 2.38
P -0.93 1.88 -0.27
P 1.57 -0.59 -0.82
H -1.82 -2.40 0.92
C -0.77 -2.45 0.60
C 0.22 -2.71 1.55
H -0.06 -3.13 2.53
C 1.99 1.61 4.15
C 2.72 2.65 1.70
C 3.44 -0.07 2.49
C -2.28 1.41 -1.42
C -1.73 3.21 0.71
C 0.16 2.87 -1.36
C 2.49 -2.18 -0.82
C 2.94 0.52 -1.29
C 0.68 -0.78 -2.43
H -0.65 -2.74 -0.45
H 1.27 -2.86 1.31
H 1.65 0.79 4.79
H 1.31 2.46 4.27
H 3.01 1.91 4.42
H 1.93 3.42 1.72
H 3.07 2.53 0.67
H 3.55 3.00 2.34
H 3.10 -1.00 2.97
H 4.22 0.37 3.13
H 3.85 -0.31 1.50
H -2.68 2.29 -1.95
H -3.09 0.93 -0.85
H -1.92 0.68 -2.17
H -2.13 4.00 0.05
H -0.99 3.65 1.39
H -2.54 2.79 1.32
H -0.41 3.71 -1.81
H 0.58 2.27 -2.17
H 0.99 3.29 -0.78
H 3.04 -2.27 -1.76
H 1.80 -3.03 -0.71
H 3.21 -2.20 0.02
H 3.39 0.14 -2.22
H 3.71 0.53 -0.50
H 2.58 1.55 -1.46
H 1.39 -1.18 -3.17
H 0.29 0.18 -2.79
H -0.15 -1.49 -2.31
C -2.49 -0.92 -6.00
C -3.61 -1.42 -6.70
C -3.82 -2.80 -6.72
C -2.93 -3.67 -6.08
C -1.80 -3.17 -5.42
C -1.56 -1.79 -5.40
O -2.27 0.41 -5.80
H -2.95 0.91 -6.28
H -4.30 -0.72 -7.19
H -4.70 -3.20 -7.24
H -3.11 -4.75 -6.10
H -1.09 -3.83 -4.93
H -0.68 -1.36 -4.92
N 0.21 -0.13 8.61
C -0.22 -0.01 7.52
C -0.65 0.11 6.16
C -0.40 -0.96 5.30
C -0.32 -0.67 3.96
N -0.92 0.42 3.41
C -1.49 1.33 4.27
C -1.27 1.27 5.64
H -0.10 -1.95 5.65
H 0.29 -1.35 3.32
H -2.14 2.08 3.84
H -1.55 2.09 6.29
*
```

Output
orbital gap: 2.3 eV
E_LUMO: -11.580 eV
relative energy (zero: lowest compared OMol25 entry of this formula, charge and spin): 137.7 kJ/mol

Atomic partial charges in e from the Löwdin method, atoms 1 to 6: 1.29, 0.73, 0.70, 0.70, 0.10, -0.12

Number 1: F_max 4.24 eV Å⁻¹, DFT total energy -2709.4487 hartree. Number 2: F_max 3.53 eV Å⁻¹, DFT total energy -3344.3269 hartree.